DFT (ωB97M-V/def2-TZVPD) results for C32H42F5N5O7SSi3TeTi as an isolated structure at a distorted geometry.

- total energy (eV) = -134116.32799
- ΔE to the lowest compared entry with this formula, charge and spin (kcal/mol) = 19.8
- frontier orbital gap (spin up / spin down) (Eh) = 0.1453 / 0.2529
- total charge = -2
- spin multiplicity = 3

XYZ file:
```
97
C32H42F5N5O7SSi3TeTi | the OMol25 dataset | ωB97M-V/def2-TZVPD
Ti -0.21897 0.26584 0.32815
F -2.44431 -6.99721 0.32824
C -1.92805 -5.81804 -0.05738
C -1.76987 -4.78224 0.84291
F -2.11596 -4.96847 2.12724
C -1.24488 -3.57144 0.43382
F -1.13938 -2.63314 1.36897
C -0.82754 -3.32236 -0.87322
S -0.14610 -1.82284 -1.44569
C -0.99629 -4.39894 -1.74595
F -0.62810 -4.28278 -3.03136
C -1.54175 -5.60979 -1.36821
F -1.70497 -6.59452 -2.26623
O 2.84011 0.42706 2.53603
C 1.63494 0.58423 2.46020
O 0.80052 -0.28550 1.91847
C 0.98029 1.84315 2.98184
C 1.36752 2.33501 4.23305
C 0.75176 3.48756 4.66076
C -0.17439 4.18834 3.91757
C -0.55745 3.71310 2.64666
C 0.05474 2.50279 2.17972
O -0.18231 2.01001 0.97094
N -1.50818 4.43226 1.94522
O -1.92408 5.52905 2.46060
O -1.96096 4.00659 0.83799
N 1.09270 4.00501 6.02297
O 1.83984 3.33299 6.72042
O 0.60923 5.06969 6.37402
H 2.11290 1.83021 4.82730
H -0.62549 5.09596 4.27864
C -0.00054 1.73665 -3.39112
C -1.32202 1.50974 -2.71994
C -2.50980 1.80230 -3.36524
C -3.70786 1.52431 -2.70714
C -3.70031 0.96774 -1.45369
C -2.45997 0.69775 -0.83974
N -1.29917 0.98668 -1.49611
N -2.27552 0.10641 0.37357
Si -3.36342 0.12188 1.71063
C -4.35470 1.69739 1.78242
C -4.53602 -1.33176 1.61196
C -2.38944 -0.05305 3.27563
H -0.00013 2.67492 -3.94770
H 0.20877 0.92291 -4.09051
H 0.79775 1.75369 -2.65272
H -2.49494 2.23886 -4.35471
H -4.65246 1.75016 -3.18986
H -4.61588 0.73795 -0.92627
H -5.37267 1.56640 1.40356
H -3.86314 2.48088 1.19516
H -4.41941 2.06478 2.80955
H -5.22671 -1.22891 0.76998
H -5.13214 -1.41377 2.52672
H -3.98354 -2.26636 1.48491
H -1.63883 0.73636 3.36897
H -1.86759 -1.01108 3.32539
H -3.06151 0.02480 4.13575
C 1.79830 -3.56560 2.47671
C 2.42963 -3.35944 1.17242
N 2.87343 -3.13882 0.13805
H 2.55906 -3.77772 3.22593
H 1.09647 -4.39599 2.42756
H 1.26770 -2.65408 2.74702
C 1.54459 3.92262 -0.99724
Si 3.24466 3.36576 -1.46435
C 4.45524 4.66339 -0.86346
C 3.44385 3.34415 -3.32614
C 3.82060 1.74875 -0.74551
Te 2.59124 0.00614 -0.64379
C 2.76466 -0.40736 -2.74281
Si 3.99420 -1.74023 -3.20323
C 3.13241 -3.38155 -3.34286
C 4.67056 -1.27614 -4.89214
C 5.44538 -1.84366 -2.04531
H 1.11757 4.52454 -1.80444
H 1.57320 4.54525 -0.09968
H 0.84260 3.11575 -0.78256
H 4.16067 5.65550 -1.21693
H 5.47089 4.46431 -1.21780
H 4.47910 4.69328 0.22872
H 3.36592 4.36722 -3.70538
H 2.68330 2.74594 -3.83171
H 4.42486 2.95293 -3.61156
H 4.08425 1.90452 0.30644
H 4.72686 1.41274 -1.25821
H 2.99669 0.53329 -3.24369
H 1.77203 -0.73842 -3.05245
H 2.79405 -3.55961 -4.36669
H 2.25927 -3.40290 -2.68666
H 3.79373 -4.20007 -3.04977
H 3.85463 -1.17724 -5.61388
H 5.36790 -2.02636 -5.27564
H 5.19414 -0.31671 -4.84935
H 5.10320 -1.83572 -1.00776
H 6.12463 -0.99681 -2.18089
H 6.00360 -2.76789 -2.21297
```



DFT (ωB97M-V/def2-TZVPD) results for a 8-piece molecular cluster, C33H69N9O11P2 overall at a distorted geometry.

- total energy (eV) = -89840.46740
- frontier orbital gap (spin up / spin down) (Eh) = 0.2767 / 0.1164
- total charge = +1
- spin multiplicity = 2

XYZ file:
```
124
C33H69N9O11P2 | the OMol25 dataset | ωB97M-V/def2-TZVPD
C 1.87299 -0.83273 5.71226
C 2.07787 -1.84673 4.64467
O 3.21319 -1.47474 3.84680
C 3.89308 -0.67996 4.60108
O 5.02788 -0.20738 4.35475
O 3.22632 -0.28918 5.74218
H 1.33044 -1.17141 6.59489
H 1.18260 -0.02730 5.46176
H 1.27303 -1.77631 3.91298
H 2.07974 -2.83824 5.09744
C 5.85081 2.19539 1.87672
C 5.95778 2.67924 3.28811
O 4.65191 3.08079 3.61177
C 4.03826 3.30389 2.46828
O 2.88043 3.72552 2.30176
O 4.71408 2.89305 1.45655
H 5.80322 1.10712 1.83779
H 6.75423 2.61735 1.43640
H 6.75132 3.41683 3.40788
H 6.11571 1.82294 3.94380
C 6.81152 -3.61164 -4.95727
C 6.39471 -5.03795 -5.07206
O 5.19708 -5.11774 -4.34590
C 5.14551 -4.04740 -3.51616
O 4.43279 -4.03329 -2.51959
O 6.00259 -3.10710 -3.92674
H 6.96113 -3.01895 -5.85973
H 7.85680 -3.71209 -4.66506
H 7.08657 -5.77418 -4.66292
H 6.31696 -5.07608 -6.15861
C -1.27777 4.01366 2.80499
C -1.73000 4.92567 3.97939
C -2.09317 3.99615 5.23497
C -1.11106 2.91408 5.30123
N -0.32714 2.08342 5.28984
H -1.07024 4.66783 1.95818
H -2.07973 3.31933 2.55425
H -0.34120 3.47582 2.95221
H -2.46841 5.62547 3.58809
H -0.96077 5.62905 4.29821
H -3.05146 3.47875 5.28046
H -1.95323 4.43307 6.22372
C 2.95391 -1.78701 0.22402
C 1.96671 -0.60249 -0.03055
C 1.75735 0.35711 1.18056
C 0.86206 1.37467 0.78112
N 0.15326 2.18139 0.46022
H 3.96553 -1.38601 0.16135
H 2.75474 -2.47067 -0.60123
H 2.71060 -2.17404 1.21352
H 1.01881 -1.02435 -0.36463
H 2.37378 0.03065 -0.81892
H 2.73693 0.74857 1.45494
H 1.40604 -0.14844 2.08006
C 2.54677 2.46235 -2.87806
C 3.28636 3.48817 -2.10272
C 3.59794 4.88711 -2.71030
C 2.49610 5.80547 -2.80642
N 1.58142 6.53694 -2.90491
H 3.04909 1.65781 -3.41516
H 1.91128 2.96386 -3.60796
H 2.01710 1.75942 -2.23507
H 4.18552 2.88559 -1.97428
H 2.68517 3.69520 -1.21739
H 4.05302 4.83988 -3.69963
H 4.39795 5.37481 -2.15332
O -1.14063 -2.21510 -1.24563
P -0.99542 -2.71521 -2.65380
N -1.54375 -4.43936 -2.80271
C -2.41328 -4.96861 -1.72257
C -1.67752 -5.16069 -4.10138
N 0.49343 -2.57352 -3.47925
C 1.39732 -3.60933 -3.22036
C 0.99531 -1.26903 -3.82884
N -2.04907 -2.05758 -3.76652
C -3.10657 -1.20958 -3.44083
C -2.07650 -2.34604 -5.28393
H -3.14289 -4.17975 -1.53965
H -1.81961 -5.15929 -0.82854
H -2.97179 -5.86887 -1.97890
H -0.85526 -4.78609 -4.71103
H -2.65294 -4.98559 -4.55524
H -1.58125 -6.21521 -3.84289
H 2.13450 -3.66317 -4.02147
H 1.84163 -3.71679 -2.23085
H 0.80008 -4.51717 -3.30541
H 0.16881 -0.58165 -4.00913
H 1.53827 -0.85895 -2.97729
H 1.53593 -1.38717 -4.76792
H -3.85969 -1.13065 -4.22485
H -3.64976 -1.37859 -2.51105
H -2.71455 -0.19563 -3.36133
H -1.14246 -2.83608 -5.55877
H -1.95498 -1.42300 -5.85081
H -3.04458 -2.79361 -5.50887
O -5.66426 -0.17728 3.78494
P -5.32697 0.40583 2.41701
N -5.30500 2.16391 2.42131
C -5.14910 2.80918 1.09762
C -6.11078 2.90513 3.32328
N -6.33021 -0.01086 1.12860
C -6.19581 -1.29269 0.41973
C -7.61995 0.66055 1.02332
N -3.70543 0.00000 1.96822
C -2.63349 0.29101 2.93781
C -3.11271 0.12979 0.56388
H -5.14532 1.99306 0.37511
H -4.23761 3.40532 1.14135
H -5.83101 3.59523 0.77325
H -6.33285 2.33409 4.22478
H -6.92124 3.42579 2.81322
H -5.44028 3.71742 3.60381
H -5.18367 -1.62523 0.18933
H -6.76020 -2.10388 0.87966
H -6.79811 -1.22020 -0.48585
H -7.73462 1.14759 1.99169
H -7.63164 1.33708 0.16877
H -8.43737 -0.05903 0.97708
H -2.24105 1.30790 2.93229
H -2.93628 -0.03289 3.93356
H -1.77288 -0.34074 2.71795
H -2.03074 0.25302 0.51625
H -3.61402 0.89559 -0.02800
H -3.21371 -0.85377 0.10506
```



DFT (ωB97M-V/def2-TZVPD) results for a 4-piece molecular cluster, C2H14NO3 overall at a distorted geometry.

- total energy (eV) = -9927.83512
- ΔE to the lowest compared entry with this formula, charge and spin (kcal/mol) = 14.1
- frontier orbital gap (Eh) = 0.4535
- total charge = +1

XYZ file:
```
20
C2H14NO3 | the OMol25 dataset | ωB97M-V/def2-TZVPD
C 0.22528 2.62720 0.06205
C -1.01298 1.86337 0.53732
N -1.24297 0.59253 -0.26663
H 0.32658 3.51243 0.76224
H 0.14203 2.95582 -0.95854
H 1.13639 2.07897 0.22813
H -1.95673 2.38700 0.48162
H -0.78351 1.58630 1.57001
H -1.97184 0.76321 -0.95183
H -0.39983 0.30674 -0.75852
H -1.60132 -0.18932 0.36309
H 1.20382 0.30302 -3.28983
H 1.43405 0.24090 -1.84074
O 0.73094 0.47290 -2.46446
H 1.42741 -3.28905 2.29189
H 2.61869 -3.30536 1.28615
O 1.71182 -3.00942 1.41867
H -1.53395 -2.26768 0.90209
H 0.02397 -2.27166 0.78734
O -0.76425 -1.70198 0.78049
```



DFT (ωB97M-V/def2-TZVPD) results for C22H33Cl2FeN4O3 as an isolated structure at a distorted geometry.

- total energy (eV) = -94883.97071
- ΔE to the lowest compared entry with this formula, charge and spin (kcal/mol) = 67.0
- frontier orbital gap (spin up / spin down) (Eh) = 0.2766 / 0.1700
- spin multiplicity = 6

XYZ file:
```
65
C22H33Cl2FeN4O3 | the OMol25 dataset | ωB97M-V/def2-TZVPD
O -1.33558 0.11871 -1.93667
C -1.35872 1.39063 -2.30352
C -0.60464 1.48095 -3.71048
C 0.48440 0.66043 -4.03011
H 0.88263 0.01528 -3.21997
C 1.06764 0.67896 -5.30775
H 1.91421 0.01323 -5.49102
C 0.59258 1.59479 -6.25067
H 1.08161 1.65434 -7.19797
C -0.46017 2.44044 -5.94787
H -0.82213 3.19871 -6.65273
C -1.07669 2.38362 -4.69126
H -1.90602 3.03062 -4.39680
H -2.42147 1.65083 -2.47765
C -1.81884 3.19821 -0.42584
C -0.75026 2.57994 -1.30888
H -1.91475 4.32309 -0.39734
H -1.67047 2.80686 0.60760
H -2.83628 2.89642 -0.74330
C 0.42805 3.19868 -1.52780
C 0.84501 4.52712 -0.96353
H 1.02282 2.92280 -2.36554
H 0.91969 5.38259 -1.66731
H 1.84137 4.37558 -0.53038
H 0.25115 4.87179 -0.10800
Fe 0.33858 1.03558 -0.09170
Cl 1.79905 -0.16830 -1.10941
Cl 0.83611 2.40130 1.63587
H -0.87349 -3.61335 -4.08887
H 0.85363 -4.57065 -2.31654
C -0.55007 -2.64796 -3.66113
C 0.91765 -3.55810 -1.89264
N -0.25161 -2.78915 -2.24850
H -1.35157 -1.91170 -3.78198
C -1.13864 -2.38341 -1.32054
O -0.95454 -2.47396 -0.06930
H 1.00634 -3.59902 -0.79814
H -2.03909 -1.93656 -1.74363
H 0.34577 -2.30643 -4.19980
H 1.81423 -3.07604 -2.29494
H -4.23819 -0.08190 3.64388
H -5.64998 -1.32353 1.73585
C -4.11244 0.68184 2.84891
C -5.27966 -0.55309 1.02500
N -4.04748 0.03247 1.54662
H -3.20352 1.26862 3.02211
C -2.86619 -0.08884 0.86967
O -1.79409 0.42266 1.30437
H -5.06613 -0.99150 0.04765
H -2.95713 -0.64926 -0.07413
H -4.99277 1.35128 2.86274
H -6.05035 0.24114 0.92499
N -0.35404 -1.81405 2.72270
C 0.90623 -1.33079 2.89782
C 1.55926 -1.53529 4.15444
C 2.85366 -1.06568 4.28693
C 3.47301 -0.41998 3.20606
C 2.73384 -0.25928 2.02473
N 1.47297 -0.65498 1.88493
H -0.65068 -1.93754 1.75906
H -0.70278 -2.50688 3.40066
H 1.01930 -2.08819 4.91352
H 3.37992 -1.20537 5.22466
H 4.48938 -0.04196 3.24354
H 3.19840 0.24588 1.16030
```



> Which of these has the highest total energy?

C2H14NO3